No. 1
ORCA calculation (ωB97M-V with the def2-TZVPD basis set) on C22H30BINO6SSi2 as an isolated structure in a non-equilibrium geometry.

Cartesian coordinates (Å):
C: -6.3552 4.5751 1.4013
C: -4.7879 4.3176 1.0923
O: -4.3229 5.3827 0.2186
C: -2.8773 5.4027 0.3743
O: -2.4060 6.2548 1.1527
C: -2.0518 4.3633 -0.5058
C: -0.6904 3.8329 0.2275
C: -0.8638 2.3004 0.6689
Si: 0.7964 1.3266 0.8203
C: 2.1945 2.1784 -0.2267
B: 1.7937 1.8402 -1.7900
O: 0.4233 1.5451 -2.2006
O: 2.8206 1.7844 -2.8033
O: 0.6991 -0.3030 0.1986
Si: 1.4129 -1.4718 1.2558
C: -0.0595 -2.2151 2.2980
O: -0.2289 -3.6502 2.1033
C: -1.3179 -3.9613 1.2520
C: -1.0560 -4.9244 0.0357
C: -2.1631 -5.3833 -0.9454
C: -3.6324 -4.8764 -0.7505
C: -3.8817 -3.9284 0.4410
C: -2.7805 -3.4767 1.4243
C: 2.2300 -2.9572 0.3693
C: 3.1080 -2.5793 -0.9076
C: 4.6469 -2.8985 -0.8087
C: 5.6008 -2.6234 -1.9872
C: 5.0104 -2.0268 -3.3053
C: 3.5091 -1.6916 -3.4031
C: 2.5298 -1.9690 -2.2111
N: 2.5962 -0.8178 2.4153
C: 3.7832 -0.6924 1.8763
S: 5.1883 -0.0692 1.2378
H: -6.7795 5.2189 0.5493
H: -6.8892 3.5640 1.4578
H: -6.4026 5.1165 2.4050
H: -4.5859 3.2777 0.6503
H: -4.2371 4.3625 2.1059
H: -2.6498 3.4652 -0.8709
H: -1.7268 4.9368 -1.4570
H: 0.1472 4.0244 -0.5230
H: -0.4841 4.5458 1.1137
H: -1.3385 2.3201 1.7249
H: -1.6427 1.7575 0.0066
H: 1.1987 1.4172 2.2208
H: 3.1628 1.6108 -0.0113
H: 2.2558 3.3032 -0.0437
H: 0.2503 0.5811 -2.1657
H: 3.3438 0.9493 -2.7050
H: 0.2462 -2.0746 3.4055
H: -1.0036 -1.5912 2.1540
H: 0.0026 -5.3240 -0.1226
H: -1.8723 -6.1035 -1.7953
H: -4.4103 -5.2170 -1.5037
H: -4.9339 -3.5369 0.6121
H: -2.9948 -2.7805 2.2990
H: 2.8059 -3.5990 1.1331
H: 1.3713 -3.6259 -0.0129
H: 5.0434 -3.3535 0.1687
H: 6.6944 -2.9035 -1.8573
H: 5.7335 -1.8600 -4.1815
H: 3.1291 -1.2678 -4.3990
H: 1.4229 -1.7430 -2.3214
I: 6.2753 1.9412 2.9457

Values from the calculation:
HOMO-LUMO gap = 5.5423 eV
HOMO level = -3.48 eV
charge = -1
spin multiplicity = 1

No. 2
ORCA calculation (ωB97M-V with the def2-TZVPD basis set) on C21H29N10O2SSbTi as an isolated structure.

Cartesian coordinates (Å):
Ti: -0.1688 0.3940 0.4029
C: -3.6583 -0.4790 -0.2614
C: -2.9440 -1.2944 0.7716
C: -3.4270 -2.5423 1.1639
C: -2.7673 -3.2549 2.1416
C: -1.6623 -2.6874 2.7742
C: -1.2461 -1.4429 2.3597
N: -1.8535 -0.7834 1.3541
Sb: 0.0831 -0.2811 3.6288
C: 1.8096 0.2252 2.3873
C: 3.0384 -0.1325 2.9048
C: 4.1890 0.3275 2.2671
C: 4.0744 1.1645 1.1770
C: 2.8100 1.5023 0.7003
C: 2.6192 2.4951 -0.4017
N: 1.7185 0.9997 1.2904
C: -0.9928 1.5127 3.0790
C: -1.6789 2.1897 4.0663
C: -2.3059 3.3894 3.7424
C: -2.1946 3.8757 2.4571
C: -1.4970 3.1431 1.5011
C: -1.3093 3.6599 0.1111
N: -0.9361 1.9655 1.8105
H: -4.6244 -0.1573 0.1315
H: -3.0900 0.4102 -0.5309
H: -3.8536 -1.0656 -1.1595
H: -4.3160 -2.9379 0.6919
H: -3.1213 -4.2329 2.4397
H: -1.1636 -3.2020 3.5842
H: 3.1134 -0.7421 3.7956
H: 5.1643 0.0490 2.6444
H: 4.9503 1.5673 0.6875
H: 2.6538 3.5033 0.0191
H: 3.3963 2.4060 -1.1564
H: 1.6557 2.3605 -0.8947
H: -1.7155 1.8064 5.0773
H: -2.8554 3.9403 4.4942
H: -2.6438 4.8185 2.1768
H: -1.1298 2.8483 -0.5939
H: -0.4483 4.3314 0.0778
H: -2.1799 4.2220 -0.2236
N: -0.9526 1.6392 -2.6450
N: -1.5927 0.4850 -3.1262
C: -1.2800 -0.6840 -2.5192
N: -1.5686 -1.8280 -3.1232
N: -0.6661 -0.6150 -1.3491
N: -0.1060 -1.7832 -0.8369
O: 0.7094 -1.3705 0.1410
O: -0.6517 -2.9055 -0.8218
H: -1.5571 2.4287 -2.8363
H: -0.0627 1.7569 -3.1283
H: -1.7765 0.4351 -4.1194
H: -1.9997 -1.8420 -4.0321
H: -1.4282 -2.6895 -2.6086
C: 3.0045 -3.6581 -2.1646
N: 2.6928 -2.2439 -2.0577
C: 2.6326 -1.3972 -3.0879
N: 2.9484 -1.8655 -4.3039
S: 2.1707 0.2193 -2.8707
H: 3.0477 -4.0786 -1.1643
H: 3.9821 -3.8103 -2.6254
H: 2.2463 -4.2001 -2.7343
H: 2.3278 -1.8884 -1.1884
H: 3.3501 -2.7786 -4.4374
H: 3.0371 -1.1976 -5.0496

Values from the calculation:
HOMO-LUMO gap (spin up / spin down) = 6.7977 / 7.4107 eV
relative energy (zero: lowest compared OMol25 entry of this formula, charge and spin) = 0.909 eV
HOMO level (spin up / spin down) = -12.75 / -13.04 eV
charge = +2
spin multiplicity = 3

No. 3
ORCA calculation (ωB97M-V with the def2-TZVPD basis set) on an isolated ion of composition C13H23N2 and charge +1 in a non-equilibrium geometry.

Cartesian coordinates (Å):
C: -1.0488 1.3380 4.1846
C: -1.2231 0.7580 2.9845
C: -0.8165 2.8065 3.9942
C: -0.2858 2.9236 2.5322
C: 0.8611 -0.3465 0.0535
C: -0.9918 1.7610 1.8416
C: -0.0815 -0.8387 -1.0797
C: -0.5089 0.3737 1.8543
C: 1.3204 0.2251 -2.9485
C: 1.7340 -2.1569 -2.2888
C: 0.3885 -1.8242 1.9785
C: -2.4503 -0.4443 -1.6204
C: 0.6856 -1.0529 -2.4083
N: 0.2317 -0.5374 1.3395
N: -1.1857 0.0909 -1.1528
H: -1.0594 0.8584 5.1469
H: -1.7514 3.3650 4.0996
H: -0.1191 3.1884 4.7392
H: -0.5444 3.8766 2.0802
H: 0.8006 2.8159 2.5236
H: 1.7945 -0.9085 0.0370
H: 1.0562 0.7155 -0.0961
H: -1.8081 1.9953 1.1723
H: -0.4999 -1.8086 -0.7773
H: 0.5739 0.9896 -3.1654
H: 1.8368 0.0011 -3.8806
H: 2.0515 0.6374 -2.2528
H: 2.0404 -2.4781 -3.2797
H: 1.3386 -3.0242 -1.7656
H: 2.6246 -1.8058 -1.7736
H: 0.2259 -2.6246 1.2578
H: 1.4032 -1.9166 2.3709
H: -0.3211 -1.9254 2.7977
H: -2.4133 -0.8342 -2.6437
H: -2.7665 -1.2463 -0.9550
H: -3.1942 0.3476 -1.5828
H: -0.0714 -1.3865 -3.1293
H: -0.9261 0.9045 -1.6984

Values from the calculation:
HOMO-LUMO gap = 7.7089 eV
relative energy (zero: lowest compared OMol25 entry of this formula, charge and spin) = 2.588 eV
HOMO level = -12.02 eV
structure (SMILES) = CN[C@H](C/[N+](C)=C1/C2=CCC[C@H]21)C(C)C
charge = +1
spin multiplicity = 1

No. 4
ORCA calculation (ωB97M-V with the def2-TZVPD basis set) on C24H36F6NO4PPtSb as an isolated structure.

Cartesian coordinates (Å):
Pt: 0.1146 -1.0064 -0.4238
C: -3.3770 -3.4853 -1.3493
C: -3.5222 -4.2090 -0.1798
C: -2.6653 -3.9871 0.8913
C: -1.6676 -3.0321 0.7655
N: -1.5772 -2.3145 -0.3635
C: -2.3807 -2.5221 -1.3972
C: -0.5997 -2.7430 1.7511
C: -0.5525 -3.3470 3.0044
C: 0.4983 -3.0880 3.8707
C: 1.5133 -2.2266 3.4740
C: 1.4652 -1.6116 2.2297
C: 0.4106 -1.8447 1.3539
H: -3.9666 -3.6598 -2.2373
H: -4.2892 -4.9708 -0.1014
H: -2.7537 -4.5723 1.7963
H: -2.1936 -1.9182 -2.2749
H: -1.3403 -4.0252 3.3121
H: 0.5256 -3.5582 4.8466
H: 2.3421 -2.0211 4.1429
H: 2.2469 -0.9258 1.9283
F: -0.4608 -0.3122 -2.2618
Sb: -0.9863 -2.4947 -5.3040
F: -2.5870 -3.3090 -4.2915
F: 1.0261 -2.4983 -1.2894
F: -2.3277 -1.2611 -5.9351
F: 0.1215 -1.7509 -6.8231
F: -1.3293 -3.9476 -6.5426
C: 1.4473 1.8757 3.8250
C: 0.0383 2.0605 3.2785
C: -0.8574 0.9061 3.7210
C: -0.5388 3.4001 3.7245
O: 0.2115 2.0834 1.8484
P: -1.0013 1.8663 0.8095
O: -2.2759 2.4382 1.3004
O: -1.0726 0.3751 0.4744
O: -0.3496 2.6560 -0.4049
C: -1.0571 3.0606 -1.6132
C: -1.4567 4.5150 -1.3995
C: -2.2772 2.1948 -1.9016
C: -0.0326 2.9039 -2.7240
H: 1.4350 1.8892 4.9177
H: 2.0941 2.6781 3.4660
H: 1.8545 0.9231 3.4869
H: -0.8881 0.8726 4.8136
H: -0.4672 -0.0430 3.3524
H: -1.8700 1.0402 3.3413
H: -0.6176 3.4297 4.8149
H: -1.5238 3.5405 3.2818
H: 0.1149 4.2119 3.3978
H: -2.1401 4.5855 -0.5521
H: -1.9513 4.9039 -2.2929
H: -0.5725 5.1219 -1.1929
H: -3.0164 2.2826 -1.1051
H: -1.9744 1.1552 -2.0224
H: -2.7245 2.5356 -2.8387
H: 0.8690 3.4738 -2.4865
H: -0.4437 3.2662 -3.6691
H: 0.2171 1.8472 -2.8293
C: 2.7401 -0.3177 -2.6665
C: 3.0212 -0.1338 -1.1652
C: 3.9449 1.0800 -0.9866
C: 3.7496 -1.3781 -0.6317
C: 1.7477 0.1402 -0.4101
H: 3.6828 -0.4715 -3.2050
H: 2.2462 0.5649 -3.0757
H: 2.0867 -1.1706 -2.8359
H: 4.8930 0.9226 -1.5112
H: 4.1609 1.2526 0.0718
H: 3.4757 1.9815 -1.3880
H: 4.6468 -1.5704 -1.2311
H: 3.0984 -2.2485 -0.6796
H: 4.0635 -1.2272 0.4057
H: 1.5823 1.1686 -0.1044

Values from the calculation:
HOMO-LUMO gap (spin up / spin down) = 6.2006 / 7.6733 eV
relative energy (zero: lowest compared OMol25 entry of this formula, charge and spin) = 0.000 eV
HOMO level (spin up / spin down) = -1.98 / -3.45 eV
charge = -2
spin multiplicity = 2

No. 5
ORCA calculation (ωB97M-V with the def2-TZVPD basis set) on a 8-piece molecular cluster, C41H82NO22PS overall in a non-equilibrium geometry.

Cartesian coordinates (Å):
C: 4.4443 -0.8935 -0.7973
C: 3.6699 -1.0262 -2.1041
C: 2.5735 0.0095 -2.1460
O: 2.5672 0.9819 -1.4260
O: 1.5706 -0.1500 -3.0833
C: 0.5522 -1.0256 -2.6097
C: -0.3827 -0.3572 -1.5966
C: -1.6709 0.2124 -2.2096
O: -1.5577 1.6282 -2.3525
S: -2.8443 2.3984 -2.9330
O: -2.6795 2.6203 -4.3399
O: -2.9707 3.6040 -2.1725
C: -4.3214 1.3872 -2.7348
C: -4.1220 -0.0668 -2.2344
C: -5.3893 -0.6326 -1.6224
C: -5.2996 -2.0856 -1.1586
C: -4.6314 -3.0582 -2.1348
C: -4.5035 -4.4681 -1.5433
N: -5.7497 -5.2539 -1.6897
C: -2.8822 -0.1882 -1.3397
P: -2.9950 0.6946 0.2396
O: -1.6797 1.0804 0.7731
O: -3.9391 1.9701 0.0915
O: -3.7065 -0.2831 1.3018
H: 5.1198 -0.0448 -0.8910
H: 3.7503 -0.7404 0.0251
H: 5.0699 -1.7687 -0.6399
H: 4.3347 -0.7843 -2.9361
H: 3.2544 -2.0222 -2.2493
H: -0.0020 -1.3740 -3.4802
H: 0.9886 -1.9075 -2.1319
H: 0.1022 0.4646 -1.0730
H: -0.6162 -1.0901 -0.8273
H: -1.8207 -0.3001 -3.1644
H: -4.9797 1.8917 -2.0340
H: -4.8371 1.3360 -3.6885
H: -3.9036 -0.6628 -3.1229
H: -5.7507 -0.0242 -0.7904
H: -6.1777 -0.5890 -2.3806
H: -4.8829 -2.1663 -0.1562
H: -6.3295 -2.4379 -1.0607
H: -3.6199 -2.7030 -2.3572
H: -5.1494 -3.0529 -3.0976
H: -3.6643 -4.9590 -2.0344
H: -4.2782 -4.3641 -0.4834
H: -6.2852 -5.1196 -0.8411
H: -6.2949 -4.8250 -2.4276
H: -2.7558 -1.2379 -1.0845
H: -3.5152 2.7081 0.5481
H: -4.6677 -0.1363 1.2596
O: 2.6867 -0.9082 1.7583
C: 2.3711 0.2204 2.0420
O: 3.2995 1.1773 1.8955
C: 3.0175 2.5750 2.0214
C: 3.0569 3.0311 3.4633
C: 1.0203 0.5614 2.6172
H: 2.0736 2.8205 1.5339
H: 3.8002 3.0777 1.4546
H: 2.2983 2.5338 4.0625
H: 2.8897 4.1053 3.5276
H: 4.0272 2.7971 3.9077
H: 1.0349 0.3543 3.6870
H: 0.2751 -0.0713 2.1415
H: 0.7087 1.5893 2.4550
O: 0.2107 3.8891 4.4859
C: -0.0735 5.0285 4.7262
O: 0.8635 5.9820 4.5526
C: 0.5887 7.3818 4.6447
C: 0.6357 7.8729 6.0768
C: -1.4226 5.4047 5.2937
H: -0.3549 7.6230 4.1530
H: 1.3733 7.8664 4.0662
H: -0.1250 7.3926 6.6925
H: 0.4796 8.9512 6.1160
H: 1.6035 7.6418 6.5217
H: -1.4113 5.2313 6.3688
H: -2.1713 4.7610 4.8386
H: -1.7196 6.4323 5.0984
O: 7.2978 -2.3108 -2.1359
C: 7.7363 -1.3963 -2.7788
O: 6.8796 -0.4825 -3.2714
C: 7.3009 0.7351 -3.8973
C: 7.6292 0.5269 -5.3609
C: 9.2055 -1.2925 -3.1123
H: 8.1264 1.1869 -3.3447
H: 6.4550 1.4149 -3.7987
H: 8.4556 -0.1631 -5.4959
H: 7.8934 1.4760 -5.8305
H: 6.7737 0.1031 -5.8849
H: 9.4151 -1.9292 -3.9708
H: 9.7727 -1.6498 -2.2562
H: 9.5448 -0.2819 -3.3241
O: -6.5876 -1.1331 1.3542
C: -7.6262 -1.7077 1.5563
O: -8.5508 -1.7063 0.5759
C: -9.7465 -2.4887 0.6313
C: -10.8424 -1.7885 1.4067
C: -7.9378 -2.3424 2.8879
H: -9.5370 -3.4865 1.0192
H: -10.0547 -2.6153 -0.4055
H: -10.5577 -1.6274 2.4465
H: -11.7596 -2.3778 1.3877
H: -11.0447 -0.8098 0.9713
H: -8.2895 -1.5765 3.5664
H: -7.0257 -2.7722 3.2802
H: -8.6731 -3.1420 2.8328
O: 10.5420 1.6752 1.8860
C: 9.5013 1.1477 2.1724
O: 8.4711 1.2257 1.3161
C: 7.2472 0.4925 1.4851
C: 6.2760 1.2016 2.4038
C: 9.3051 0.4697 3.5097
H: 7.4540 -0.5286 1.8082
H: 6.8174 0.4204 0.4886
H: 6.6819 1.3117 3.4119
H: 5.3454 0.6499 2.4639
H: 6.0675 2.2050 2.0307
H: 9.0714 1.2278 4.2557
H: 10.2375 -0.0196 3.7809
H: 8.5284 -0.2907 3.5150
O: -7.5656 -2.3994 5.5461
C: -8.1121 -2.9500 6.4638
O: -9.2744 -3.5875 6.2317
C: -9.9268 -4.4136 7.2022
C: -10.7867 -3.6012 8.1476
C: -7.5711 -2.8711 7.8712
H: -9.2014 -5.0347 7.7291
H: -10.5552 -5.0903 6.6259
H: -10.1918 -2.8961 8.7282
H: -11.3159 -4.2562 8.8397
H: -11.5178 -3.0199 7.5858
H: -7.8842 -1.9265 8.3139
H: -6.4855 -2.8946 7.8179
H: -7.8797 -3.6901 8.5159
O: 8.9273 -0.9869 -7.6202
C: 8.4148 -0.6136 -8.6390
O: 7.1192 -0.2491 -8.6182
C: 6.4542 0.3654 -9.7250
C: 5.9457 -0.6596 -10.7172
C: 9.1643 -0.6240 -9.9510
H: 7.0950 1.1147 -10.1924
H: 5.6128 0.9028 -9.2909
H: 6.7614 -1.2328 -11.1583
H: 5.3942 -0.1715 -11.5210
H: 5.2855 -1.3693 -10.2189
H: 9.1364 -1.6322 -10.3619
H: 10.1977 -0.3507 -9.7524
H: 8.7826 0.0761 -10.6900

Values from the calculation:
HOMO-LUMO gap = 9.5628 eV
HOMO level = -9.26 eV
structure (SMILES) = CCC(=O)OCC[C@@H]1OS(=O)(=O)C[C@H](CCCCN)[C@@H]1P(=O)(O)O.CCOC(C)=O.CCOC(C)=O.CCOC(C)=O.CCOC(C)=O.CCOC(C)=O.CCOC(C)=O.CCOC(C)=O
charge = 0
spin multiplicity = 1

No. 6
ORCA calculation (ωB97M-V with the def2-TZVPD basis set) on C6H7Cl as an isolated structure in a non-equilibrium geometry.

Cartesian coordinates (Å):
C: -1.0277 0.7954 -0.8924
C: 0.2894 0.9314 -1.1462
C: -0.8814 -0.6436 -0.6560
C: 0.5952 -0.5133 -0.9361
C: 0.0462 -0.8340 0.4617
C: 0.2792 0.0511 1.6436
Cl: 1.3984 2.2102 -1.5964
H: -1.7104 1.6179 -0.6407
H: -1.4672 -1.3251 -1.1627
H: 1.3430 -1.2040 -1.5260
H: 0.0919 -1.9080 0.7317
H: 0.8598 1.0435 1.3296
H: 0.8322 -0.4833 2.4311
H: -0.6487 0.2616 1.9589

Values from the calculation:
HOMO-LUMO gap = 9.7032 eV
relative energy (zero: lowest compared OMol25 entry of this formula, charge and spin) = 2.765 eV
HOMO level = -8.62 eV
charge = 0
spin multiplicity = 1

Among the records above, which one has the highest spin multiplicity? C21H29N10O2SSbTi